Entry 1:
# C3H7NS

The molecule C3H7NS at a distorted geometry (wB97M-V/def2-TZVPD, OMol25).

Element x y z (Å)
S 2.547 0.029 0.107
N 0.901 0.000 -0.328
C 0.038 -1.085 0.089
C -1.115 0.009 0.166
C 0.028 1.067 0.060
H 2.952 -0.833 -0.936
H 0.247 -1.806 0.867
H -0.131 -1.809 -0.834
H -1.686 -0.130 -0.714
H -1.594 0.146 1.062
H 0.007 2.009 -0.627
H 0.156 1.391 1.229

Results
HOMO-LUMO gap = 9.28 eV
energy relative to the best compared isomer or geometry (same formula, charge and spin) = 229.21 kJ/mol
SMILES = SN1CCC1
highest occupied orbital energy = -8.290 eV
lowest unoccupied orbital energy = 1.0 eV
total charge = 0

Mulliken population analysis, charges in e, atoms 1 to 5:
1 S -0.219
2 N -0.095
3 C -0.369
4 C -0.574
5 C -0.359


Entry 2:
# C3H7NS

The molecule C3H7NS at a distorted geometry (wB97M-V/def2-TZVPD, OMol25).

Element x y z (Å)
C 1.015 2.387 -0.204
C 0.046 1.271 -0.440
N 0.142 0.057 0.062
S -0.929 -1.218 -0.411
C -0.648 -2.654 0.587
H 1.961 2.006 0.386
H 1.298 2.914 -1.151
H 0.123 2.992 0.323
H -0.839 1.470 -1.178
H -0.923 -2.629 1.791
H 0.239 -3.406 0.356
H -1.483 -3.189 -0.123

Results
HOMO-LUMO gap = 9.28 eV
energy relative to the best compared isomer or geometry (same formula, charge and spin) = 253.78 kJ/mol
SMILES = C/C=N/SC
highest occupied orbital energy = -8.234 eV
lowest unoccupied orbital energy = 1.0 eV
total charge = 0

Mulliken population analysis, charges in e, atoms 1 to 5:
1 C -0.706
2 C 0.100
3 N -0.399
4 S -0.019
5 C -0.657


Entry 3:
# C3H7NS

The molecule C3H7NS at a distorted geometry (wB97M-V/def2-TZVPD, OMol25).

Element x y z (Å)
C 2.257 -0.337 0.192
S 1.010 0.945 -0.367
N -0.439 0.067 0.267
C -1.561 -0.135 -0.610
C -1.592 0.860 0.459
H 3.315 0.000 -0.079
H 2.011 -1.144 -0.464
H 2.016 -0.415 1.188
H -2.061 -0.990 -0.428
H -1.529 0.088 -1.637
H -1.576 1.895 0.212
H -2.330 0.676 1.308

Results
HOMO-LUMO gap = 9.64 eV
energy relative to the best compared isomer or geometry (same formula, charge and spin) = 217.49 kJ/mol
SMILES = CSN1CC1
highest occupied orbital energy = -8.590 eV
lowest unoccupied orbital energy = 1.1 eV
total charge = 0

Mulliken population analysis, charges in e, atoms 1 to 5:
1 C -0.719
2 S -0.066
3 N -0.305
4 C -0.417
5 C -0.264


Entry 4:
# C3H7NS

A structure of composition C3H7NS at a distorted geometry (wB97M-V/def2-TZVPD, OMol25).

Element x y z (Å)
C -0.247 0.242 -0.125
C 1.198 0.326 -0.352
C -0.166 -0.282 1.292
H -0.896 -0.070 -2.101
H -1.931 -0.554 -0.885
H -0.507 1.384 0.039
H 1.621 -0.615 -0.747
H 1.548 1.221 -0.820
H -0.084 -1.418 1.315
H -1.095 -0.054 1.992
N -0.949 -0.587 -1.148
S 1.508 0.406 1.540

Results
HOMO-LUMO gap = 9.57 eV
energy relative to the best compared isomer or geometry (same formula, charge and spin) = 111.12 kJ/mol
highest occupied orbital energy = -8.642 eV
lowest unoccupied orbital energy = 0.9 eV
total charge = 0

Mulliken population analysis, charges in e, atoms 1 to 5:
1 C 0.163
2 C -0.742
3 C -0.653
4 H 0.273
5 H 0.264


Table of calculated total energy (eV), in record order: -15547.270; -15547.015; -15547.391; -15548.494